{"formula": "C3H4O", "method": "the ωB97M-V functional and the def2-TZVPD basis", "fmax_ha_per_bohr": 0.034, "e_above_lowest_kj_mol": 161.6, "lumo_energy_ev": 1.17, "e_tot_ev": -5220.4623, "homo_lumo_gap_ha": 0.3774, "charge": 0, "symbols": ["C", "C", "C", "O", "H", "H", "H", "H"], "positions_angstrom": [[0.5466, -0.5250, 0.0330], [-0.7399, -0.8071, 0.0053], [0.2426, 0.9493, 0.0504], [-1.2080, 0.5537, 0.0228], [1.3527, -1.2395, -0.0750], [-1.1296, -1.8327, 0.0148], [0.4407, 1.5971, 0.9120], [0.4949, 1.3043, -0.9635]], "nbo_charge": [-0.34, 0.11, -0.09, -0.51, 0.22, 0.21, 0.21, 0.20]}


{"formula": "CH3BrNO2S", "method": "the ωB97M-V functional and the def2-TZVPD basis", "fmax_ha_per_bohr": 0.108, "e_above_lowest_kj_mol": 60.2, "lumo_energy_ev": 3.44, "e_tot_ev": -87548.9971, "homo_lumo_gap_ha": 0.2789, "charge": -1, "symbols": ["C", "N", "O", "O", "S", "Br", "H", "H", "H"], "positions_angstrom": [[-0.9939, 0.1546, 0.0436], [0.3183, 0.7771, -0.4003], [0.9661, -1.7416, 0.6984], [2.5896, -0.3593, -0.4753], [1.5942, -0.3966, 0.5576], [-2.0138, 1.5546, 1.0007], [-0.8975, -0.6514, 0.7198], [-1.7634, -0.1129, -0.7782], [0.2003, 0.7756, -1.3662]], "nbo_charge": [-0.25, -0.89, -1.03, -1.03, 1.63, -0.17, 0.22, 0.18, 0.34]}


{"formula": "C18H46Ba2CuO13P3", "method": "the ωB97M-V functional and the def2-TZVPD basis", "fmax_ha_per_bohr": 0.105, "lumo_energy_ev": -14.84, "e_tot_ev": -119889.0549, "homo_lumo_gap_ha": 0.0642, "charge": 4, "symbols": ["Cu", "Ba", "Ba", "O", "H", "C", "C", "O", "P", "O", "O", "C", "C", "O", "C", "C", "H", "H", "H", "H", "H", "H", "H", "H", "H", "H", "H", "H", "H", "H", "H", "C", "C", "O", "P", "O", "O", "C", "C", "O", "C", "C", "H", "H", "H", "H", "H", "H", "H", "H", "H", "H", "H", "H", "H", "H", "H", "C", "C", "O", "P", "O", "O", "C", "C", "O", "C", "C", "H", "H", "H", "H", "H", "H", "H", "H", "H", "H", "H", "H", "H", "H", "H"], "positions_angstrom": [[2.4246, -1.9491, -1.8641], [1.2255, -5.5629, -1.3260], [-0.3511, -2.8002, -4.2607], [0.3082, -2.9881, -1.6076], [-0.1107, -2.3187, -1.0322], [-6.5601, 0.1965, 2.2557], [-5.2121, 0.6089, 2.7920], [-4.9527, -0.3190, 3.8315], [-3.4237, -0.6084, 4.1524], [-2.7534, 0.4132, 5.0697], [-3.3424, -2.0356, 4.8651], [-3.6805, -2.0141, 6.2271], [-4.8125, -3.0278, 6.2537], [-2.6713, -0.7345, 2.6842], [-3.0676, -1.7967, 1.7801], [-1.9696, -1.9955, 0.7477], [-6.9148, 0.6931, 1.3526], [-6.4085, -0.7806, 1.7970], [-7.3687, -0.0197, 2.9539], [-4.5282, 0.5852, 1.9435], [-5.1402, 1.6550, 3.0897], [-2.8630, -2.2007, 6.9234], [-4.1613, -1.0925, 6.5551], [-4.6628, -3.9757, 5.7369], [-5.1412, -3.3416, 7.2444], [-5.6288, -2.5975, 5.6736], [-3.2404, -2.7113, 2.3473], [-4.0553, -1.6313, 1.3497], [-1.1082, -2.4504, 1.2368], [-2.2002, -2.8103, 0.0613], [-1.7874, -1.1311, 0.1091], [-0.8413, 1.4372, -1.5076], [0.4678, 1.2157, -2.2346], [0.5252, 1.9499, -3.4509], [0.3952, 1.1182, -4.8600], [-0.5941, 0.0115, -4.6706], [1.9662, 0.6464, -5.2011], [3.0355, 1.5451, -5.3037], [4.3041, 0.6409, -5.2762], [0.1302, 2.2501, -5.9331], [-0.3175, 1.9377, -7.2405], [0.5381, 2.5260, -8.3709], [-1.7220, 1.2422, -2.1195], [-0.8791, 1.0624, -0.4848], [-1.0212, 2.4994, -1.3420], [1.2354, 1.6282, -1.5798], [0.6185, 0.1527, -2.4227], [2.9837, 2.0652, -6.2603], [2.9453, 2.2304, -4.4609], [4.2942, -0.0348, -6.1314], [5.2618, 1.1614, -5.2885], [4.2831, -0.0188, -4.4088], [-0.3439, 0.8577, -7.3856], [-1.3100, 2.3331, -7.4566], [0.0110, 2.3647, -9.3112], [0.7511, 3.5802, -8.1938], [1.5198, 2.0533, -8.4022], [5.9756, 0.9074, 1.3495], [4.8045, 1.7840, 1.1487], [3.6946, 1.2552, 1.8415], [2.4752, 0.4439, 1.1365], [2.6636, -0.0414, -0.2545], [1.2365, 1.4931, 1.3609], [0.8138, 1.6122, 2.7081], [0.8405, 3.1140, 2.8703], [2.2035, -0.7251, 2.2058], [2.0579, -2.1420, 1.9905], [3.3806, -2.8892, 2.3291], [5.9290, -0.0582, 0.8461], [6.8205, 1.3503, 0.8221], [6.1882, 0.8190, 2.4149], [4.8144, 2.7146, 1.7161], [4.5211, 2.2508, 0.2054], [-0.1517, 1.1072, 2.7371], [1.3574, 1.1862, 3.5514], [0.2563, 3.5307, 2.0498], [0.1331, 3.3984, 3.6493], [1.8072, 3.6018, 2.7455], [1.2711, -2.6143, 2.5788], [1.8049, -2.4690, 0.9820], [4.2443, -2.4934, 1.7947], [3.4856, -2.8876, 3.4140], [3.2935, -3.9626, 2.1608]], "mulliken_charge": [0.70, 1.86, 1.84, -1.03, 0.13, -1.26, 0.02, -0.24, 0.55, -0.71, -0.26, -0.32, -1.11, 0.14, -0.48, -0.83, 0.42, 0.26, 0.32, 0.04, 0.37, 0.37, 0.30, 0.29, 0.39, 0.24, 0.32, 0.31, 0.32, 0.48, 0.13, -1.26, 0.55, -0.44, 0.54, -0.70, -0.09, -0.08, -1.12, -0.25, -0.17, -1.21, 0.42, 0.14, 0.36, 0.23, 0.02, 0.24, 0.38, 0.33, 0.40, 0.12, 0.26, 0.37, 0.41, 0.33, 0.28, -1.04, -0.41, -0.39, 0.81, -0.18, -0.17, -0.14, -1.33, -0.41, 0.29, -1.23, 0.23, 0.43, 0.31, 0.36, 0.40, 0.34, 0.31, 0.32, 0.45, 0.28, 0.41, -0.29, 0.30, 0.33, 0.42]}


{"formula": "C4H7N3S", "method": "the ωB97M-V functional and the def2-TZVPD basis", "fmax_ha_per_bohr": 0.172, "e_above_lowest_kj_mol": 319.9, "lumo_energy_ev": -0.15, "e_tot_ev": -19564.4625, "homo_lumo_gap_ha": 0.3126, "charge": 0, "symbols": ["H", "N", "C", "N", "C", "C", "C", "N", "S", "H", "H", "H", "H", "H", "H"], "positions_angstrom": [[-1.1577, 1.6656, -1.0134], [-0.1688, 1.4876, -0.7886], [-0.3385, 0.2792, -0.1763], [0.5910, -0.5267, 0.1786], [1.9788, -0.1413, -0.0516], [2.9675, -0.9694, 0.1439], [-1.9612, -0.0157, 0.0005], [-2.7980, 0.9329, 0.5014], [-2.5641, -1.6487, -0.3421], [0.4184, -1.5400, 0.1109], [2.0665, 0.9097, -0.4389], [2.9936, -2.0675, 0.4719], [4.0143, -0.6788, -0.3508], [-2.2415, 1.6099, 1.1343], [-3.8003, 0.7032, 0.6203]], "nbo_charge": [0.34, -0.73, 0.41, -0.62, -0.03, -0.45, 0.12, -0.80, -0.23, 0.43, 0.25, 0.22, 0.22, 0.42, 0.44]}


{"formula": "CH6N2O", "method": "the ωB97M-V functional and the def2-TZVPD basis", "fmax_ha_per_bohr": 0.053, "e_above_lowest_kj_mol": 533.3, "lumo_energy_ev": [0.66, 0.55], "e_tot_ev": -6156.9686, "homo_lumo_gap_ha": [0.3287, 0.3058], "charge": 0, "symbols": ["C", "N", "N", "O", "H", "H", "H", "H", "H", "H"], "positions_angstrom": [[-0.5633, 1.4986, 0.8599], [0.2981, -1.3709, -0.6163], [1.1996, -0.5341, -0.0985], [-1.4422, 1.1173, -0.1493], [-0.8082, 1.1805, 1.8194], [0.1949, 2.2410, 0.6460], [-0.3689, -1.9286, -0.0259], [-0.0955, -0.9337, -1.5302], [0.8168, -0.0460, 0.7872], [-0.8984, 1.2356, -0.9428]], "nbo_charge": [-0.10, -0.59, -0.44, -0.68, 0.16, 0.16, 0.35, 0.36, 0.29, 0.48]}


{"formula": "C36H36MnN6O2", "method": "the ωB97M-V functional and the def2-TZVPD basis", "fmax_ha_per_bohr": 0.032, "s2": 0.80, "lumo_energy_ev": [-7.96, -8.03], "multiplicity": 2, "e_tot_ev": -82260.8408, "homo_lumo_gap_ha": [0.2257, 0.2247], "charge": 2, "symbols": ["Mn", "O", "C", "N", "C", "C", "C", "C", "C", "C", "N", "C", "O", "C", "C", "C", "C", "C", "N", "C", "C", "C", "C", "C", "N", "H", "H", "H", "H", "H", "H", "H", "H", "H", "H", "H", "H", "C", "C", "C", "C", "C", "C", "C", "N", "C", "C", "C", "C", "C", "C", "C", "N", "C", "C", "C", "C", "H", "H", "H", "H", "H", "H", "H", "H", "H", "H", "H", "H", "H", "H", "H", "H", "H", "H", "H", "H", "H", "H", "H", "H"], "positions_angstrom": [[-1.4521, -0.8994, -0.3138], [-2.1127, -1.2376, 3.5107], [-2.0319, -1.3856, 2.3220], [-1.9582, -0.4001, 1.3545], [-2.9752, 0.5208, 1.3793], [-3.4486, 1.2164, 2.4863], [-4.5612, 2.0282, 2.3348], [-5.2177, 2.1189, 1.1082], [-4.7959, 1.3831, 0.0120], [-3.6642, 0.5751, 0.1308], [-3.0819, -0.2476, -0.7962], [-3.5439, -0.4538, -2.0625], [-4.5999, -0.0917, -2.5320], [-2.4943, -1.1871, -2.8472], [-2.7156, -1.5556, -4.1683], [-1.6804, -2.1400, -4.8818], [-0.4646, -2.3324, -4.2393], [-0.3343, -1.9645, -2.9093], [-1.3269, -1.4051, -2.2089], [-2.1944, -2.6957, 1.6152], [-2.6228, -3.8208, 2.3073], [-2.9360, -4.9643, 1.5896], [-2.7834, -4.9370, 0.2098], [-2.3587, -3.7698, -0.4053], [-2.0880, -2.6516, 0.2731], [-2.9396, 1.1225, 3.4334], [-4.9395, 2.5714, 3.1872], [-6.0828, 2.7570, 1.0198], [-5.3393, 1.4053, -0.9206], [-3.6866, -1.3780, -4.6036], [-1.8141, -2.4268, -5.9137], [0.3749, -2.7629, -4.7609], [0.6027, -2.1256, -2.3903], [-2.7113, -3.7671, 3.3817], [-3.2906, -5.8496, 2.0929], [-2.9988, -5.8049, -0.3905], [-2.2343, -3.7376, -1.4807], [5.1436, -2.6857, 0.6135], [4.4882, -1.6848, 1.5800], [5.2423, -0.3559, 1.4965], [4.5741, -2.2125, 3.0197], [3.0408, -1.5460, 1.1826], [2.1769, -2.6476, 1.1581], [0.8864, -2.5065, 0.6995], [0.3687, -1.3464, 0.2666], [1.1676, -0.2581, 0.3323], [2.4816, -0.3360, 0.7805], [0.5753, 0.9888, -0.1631], [1.2372, 2.2117, -0.1389], [0.6605, 3.3682, -0.6694], [-0.5977, 3.1922, -1.2502], [-1.2003, 1.9511, -1.2510], [-0.6588, 0.8614, -0.6964], [1.3914, 4.6909, -0.6450], [0.4978, 5.8531, -1.0811], [1.9274, 4.9794, 0.7668], [2.5727, 4.5896, -1.6273], [6.1980, -2.7863, 0.8532], [5.0639, -2.3304, -0.4114], [4.6896, -3.6698, 0.6814], [6.2839, -0.5151, 1.7601], [4.8340, 0.3710, 2.1956], [5.2192, 0.0461, 0.4855], [5.6190, -2.3009, 3.3023], [4.1118, -3.1894, 3.1266], [4.0924, -1.5222, 3.7080], [2.5061, -3.6190, 1.4860], [0.2425, -3.3756, 0.6640], [3.0890, 0.5507, 0.8037], [2.2142, 2.2770, 0.3092], [-1.1237, 4.0114, -1.7075], [-2.1629, 1.8378, -1.7305], [-0.3822, 5.9323, -0.4487], [0.1892, 5.7528, -2.1187], [1.0548, 6.7815, -0.9974], [1.1283, 4.9349, 1.5027], [2.3486, 5.9805, 0.7932], [2.7148, 4.2905, 1.0615], [2.2148, 4.4373, -2.6430], [3.2436, 3.7737, -1.3719], [3.1371, 5.5181, -1.6010]], "mulliken_charge": [-1.35, -0.58, -0.39, 1.03, -0.62, -0.79, -0.70, -0.67, -1.03, 1.41, 0.82, 0.20, -0.61, 0.37, -0.73, -0.52, -0.79, -0.22, 0.49, 0.85, -0.84, -0.50, -0.83, -0.19, 0.53, 0.58, 0.47, 0.47, 0.55, 0.60, 0.48, 0.49, 0.46, 0.60, 0.48, 0.50, 0.38, -1.60, 2.00, -2.10, -1.60, 0.10, -0.99, -1.05, 0.49, 0.03, -0.47, 0.13, -0.33, 0.25, -1.12, -0.35, 0.78, 1.78, -2.09, -1.64, -1.53, 0.46, 0.38, 0.36, 0.42, 0.45, 0.46, 0.47, 0.35, 0.39, 0.54, 0.65, 0.61, 0.57, 0.51, 0.55, 0.46, 0.40, 0.44, 0.37, 0.48, 0.38, 0.38, 0.38, 0.44]}


Q: Among the records above, which one has the lowest charge?
A: CH3BrNO2S